[1]
DFT (ωB97M-V/def2-TZVPD) results for C6H10Si in the gas phase.

## Properties
SMILES string: C[SiH2]C1=CCC=C1
LUMO: 0.91 eV
Kohn-Sham gap: 9.99 eV

Each line ends with the Löwdin charge.
Atoms and positions in Å:
C 1.79389 0.14388 1.92788  -0.2460
Si 1.63400 -0.74949 0.23127  0.6609
C -0.00988 -0.12122 -0.61187  -0.2311
C -0.51009 0.94680 -1.23261  -0.1625
C -2.01118 0.93414 -1.40001  -0.2046
C -2.43866 -0.43264 -1.08514  -0.1948
C -1.48062 -1.15830 -0.57396  -0.0289
H 0.99346 0.91471 2.06813  0.0391
H 1.66241 -0.65343 2.61116  -0.0061
H 2.66348 0.76377 1.90440  -0.0024
H 2.96423 -0.91341 -0.53146  -0.0451
H 1.17381 -2.01857 0.50249  -0.0873
H 0.15498 1.73357 -1.41707  0.0732
H -2.26765 1.16818 -2.41905  0.1053
H -2.57882 1.54158 -0.60279  0.1523
H -3.37134 -0.92439 -1.22033  0.0943
H -1.35193 -2.21343 -0.24298  0.0836

Cartesian forces (eV/Å) of the 6 atoms listed first:
C -1.4 1.2 -2.2
Si -0.6 2.4 -0.6
C -2.5 -2.7 -0.2
C -0.2 -1.0 1.5
C -0.4 0.9 0.6
C 0.4 -1.5 0.4

***

[2]
DFT (ωB97M-V/def2-TZVPD) results for C6H4N2O2 in the gas phase.

## Properties
SMILES string: C#Cc1cc(=O)[nH]c(=O)[nH]1
LUMO: -0.40 eV
Kohn-Sham gap: 9.06 eV

Each line ends with the Löwdin charge.
Atoms and positions in Å:
C 1.39719 -1.34764 2.77747  0.1587
C 0.90394 -0.81424 1.78346  -0.0593
C 0.23586 -0.21808 0.67118  -0.2441
C 0.86810 0.81146 0.04014  0.0641
C 0.31793 1.33983 -1.19342  -0.4664
O 0.88976 2.18480 -1.86035  0.0662
N -0.79657 0.76908 -1.72918  0.2138
C -1.43316 -0.25378 -1.08015  -0.5064
O -2.43084 -0.78477 -1.54002  0.0669
N -0.94293 -0.70839 0.11204  0.1699
H 1.86495 -1.89180 3.58946  0.0451
H 1.82012 1.19509 0.39112  0.1336
H -1.24652 1.18042 -2.53908  0.1817
H -1.44782 -1.46198 0.57733  0.1764

Cartesian forces (eV/Å) of the 6 atoms listed first:
C -0.9 0.9 -2.2
C 0.3 -1.8 2.9
C 1.0 1.1 -1.2
C -0.6 -0.8 0.6
C 1.8 1.3 -1.4
O 0.1 0.4 0.4

***

Which HOMO belongs to each record? In order, -9.08 -9.46 eV.
Which electronic energy belongs to each record? In order, -14258.7777 -13360.9140 eV.